Record 1
C10H16OSi | wB97M-V/def2-TZVPD

Last column: Löwdin charge in e.
Cartesian coordinates (Å):
Si1 -0.716 0.706 -0.453  0.838
O1 1.816 -0.057 0.035  -0.068
C1 -0.513 0.795 -2.541  -0.120
C2 1.014 1.253 1.813  -0.105
C3 -1.571 -3.842 0.391  -0.115
C4 -1.698 -1.576 1.176  -0.081
C5 1.014 1.020 0.355  -0.786
C6 -0.457 -2.165 -0.860  -0.132
C7 -0.728 -3.481 -0.627  -0.108
C8 -0.996 -1.171 -0.007  -0.272
C9 -2.080 -2.923 1.264  -0.098
C10 1.754 2.181 -0.378  -0.062
H1 0.675 2.333 2.041  0.110
H2 2.079 1.114 2.105  0.096
H3 2.593 2.383 0.242  0.073
H4 0.351 0.582 2.448  0.090
H5 2.086 1.872 -1.302  0.033
H6 -2.010 -0.895 1.877  0.062
H7 -2.786 -3.297 2.050  0.120
H8 -0.103 -4.075 -1.280  0.108
H9 -0.493 -0.242 -2.837  -0.007
H10 0.434 1.388 -2.637  0.022
H11 0.192 -1.855 -1.717  0.110
H12 -1.809 -4.907 0.574  0.115
H13 0.990 2.961 -0.644  0.097
H14 1.505 -0.816 0.525  0.079
H15 -1.565 1.736 0.554  0.026
H16 -1.211 1.404 -3.015  -0.026

Output
SMILES string: C[Si@@H](c1ccccc1)C(C)(C)O
Strongest force on any atom, eV/A: 4.1
Spin multiplicity: 1
Calculated total energy, Ha: -755.3034
Highest occupied orbital energy, Eh: -0.322
Kohn-Sham gap, eV: 9.49
ΔE to the lowest compared entry with this formula, charge and spin, eV: 3.221



Record 2
C10H17BN2O2 | wB97M-V/def2-TZVPD

Last column: Löwdin charge in e.
Cartesian coordinates (Å):
O1 -0.341 -0.515 -2.141  0.111
O2 0.116 0.451 -0.099  0.068
N1 2.541 2.092 0.413  -0.151
N2 2.347 1.828 2.581  0.049
C1 -0.989 -0.536 0.207  -0.419
C2 2.438 2.651 -0.834  0.077
C3 -1.993 0.384 0.801  -0.014
C4 3.046 0.754 2.051  -0.180
C5 -0.479 -1.453 1.223  -0.017
C6 2.013 2.606 1.550  -0.152
C7 -1.117 -2.582 -1.353  -0.018
C8 -1.303 -1.057 -1.234  -0.456
C9 3.148 0.870 0.726  -0.095
C10 -2.698 -0.734 -1.858  -0.005
B1 0.348 0.374 -1.433  -0.359
H1 1.650 3.265 -0.968  0.034
H2 -2.479 0.976 -0.011  0.094
H3 -2.747 -1.165 -2.873  0.092
H4 1.515 3.556 1.563  0.125
H5 -0.836 -1.297 2.252  0.100
H6 2.717 2.126 -1.647  0.018
H7 -2.853 0.416 -1.793  0.109
H8 0.564 -1.555 1.502  0.100
H9 -0.860 -2.466 1.054  0.083
H10 3.824 0.353 0.056  0.122
H11 -1.533 1.046 1.490  0.093
H12 -3.499 -1.234 -1.178  0.121
H13 -0.233 -3.036 -0.842  0.106
H14 -1.048 -2.855 -2.384  0.089
H15 -2.764 -0.125 1.323  0.087
H16 -1.895 -2.969 -0.794  0.059
H17 3.400 -0.168 2.650  0.128

Output
Strongest force on any atom, eV/A: 3.7
Spin multiplicity: 1
Calculated total energy, Ha: -675.9735
Highest occupied orbital energy (alpha / beta), Eh: -0.278 / -0.288
Kohn-Sham gap (alpha / beta), eV: 7.35 / 7.91
ΔE to the lowest compared entry with this formula, charge and spin, eV: 3.940



Record 3
C10H17Cl12N2O2 | wB97M-V/def2-TZVPD

Last column: Löwdin charge in e.
Cartesian coordinates (Å):
Cl1 6.203 -5.178 -0.505  0.522
Cl2 0.091 -2.182 -2.916  0.481
Cl3 -1.971 4.936 -2.399  0.519
Cl4 4.177 -6.832 -1.757  0.524
Cl5 3.954 0.049 -3.560  0.531
Cl6 3.497 -2.809 -3.696  0.532
Cl7 0.877 4.374 -2.577  0.505
Cl8 1.775 -0.873 -0.928  0.493
Cl9 -1.051 2.327 -3.313  0.541
Cl10 6.198 -1.781 -3.402  0.520
Cl11 6.815 -6.615 -2.952  0.511
Cl12 -0.705 -2.177 -0.121  0.613
O1 -4.056 -1.645 2.536  -0.078
O2 -3.534 -0.875 0.460  -0.132
N1 -4.120 1.123 3.259  -0.080
N2 -2.689 1.396 3.142  -0.061
C1 -0.717 4.052 -3.270  -1.571
C2 -0.406 1.416 1.523  -0.281
C3 5.562 -5.776 -2.033  -1.568
C4 -2.475 2.632 2.403  -0.223
C5 -1.040 2.726 1.903  -0.207
C6 0.241 0.663 2.654  -0.118
C7 4.599 -1.492 -4.100  -1.539
C8 -3.989 -0.783 1.641  -0.741
C9 0.648 -2.206 -1.228  -1.552
C10 -4.637 0.543 2.038  -0.192
H1 -2.393 1.599 4.082  0.106
H2 -4.187 0.378 3.936  0.089
H3 -0.713 4.417 -4.286  0.001
H4 -2.631 3.467 3.072  0.096
H5 4.703 -1.461 -5.174  0.009
H6 -0.419 3.279 2.589  0.096
H7 0.378 1.646 0.822  0.082
H8 1.189 -3.130 -1.083  -0.001
H9 -4.616 1.224 1.207  0.083
H10 -1.079 3.315 1.013  0.085
H11 0.949 -0.048 2.268  0.045
H12 -3.133 2.694 1.563  0.096
H13 0.743 1.326 3.342  0.062
H14 5.229 -4.929 -2.616  -0.045
H15 -1.107 0.779 1.017  0.089
H16 -0.494 0.108 3.197  0.055
H17 -5.668 0.327 2.248  0.101

Output
Strongest force on any atom, eV/A: 1.1
Spin multiplicity: 1
Calculated total energy, Ha: -6173.5233
Net charge: -1
Highest occupied orbital energy, Eh: -0.140
Kohn-Sham gap, eV: 5.59
ΔE to the lowest compared entry with this formula, charge and spin, eV: 0.000



Record 4
C10H17Cl2FO2Sn | wB97M-V/def2-TZVPD

Last column: Löwdin charge in e.
Cartesian coordinates (Å):
Sn1 0.663 1.235 2.495  0.673
Cl1 -0.447 3.200 1.691  0.053
Cl2 -1.150 -0.418 2.660  0.017
F1 0.668 1.219 4.563  -0.546
O1 1.958 -0.306 2.367  -0.401
O2 2.242 1.925 1.404  -0.452
C1 0.629 -1.052 -0.545  -0.292
C2 -3.014 -0.334 -0.720  -0.097
C3 1.848 1.089 -1.106  -0.112
C4 -0.731 -1.450 -0.433  -0.310
C5 -1.219 -2.837 -0.358  -0.102
C6 -1.550 -0.315 -0.640  -0.325
C7 0.653 0.327 -0.806  -0.297
C8 1.777 -1.951 -0.591  -0.095
C9 -1.161 2.152 -1.149  -0.156
C10 -0.701 0.792 -0.856  -0.294
H1 2.282 2.889 1.261  -0.032
H2 -3.452 -1.124 -0.089  0.059
H3 1.748 2.065 -0.634  0.042
H4 1.967 1.104 -2.194  0.068
H5 -0.433 -3.535 -0.067  0.051
H6 -3.280 -0.523 -1.778  0.064
H7 -2.021 2.440 -0.539  0.038
H8 -3.444 0.626 -0.420  0.055
H9 2.719 0.629 -0.642  0.059
H10 -0.362 2.855 -0.949  0.019
H11 -1.423 2.130 -2.200  0.059
H12 1.864 -2.409 -1.593  0.065
H13 -1.628 -3.189 -1.317  0.059
H14 1.671 -2.727 0.175  0.064
H15 -2.008 -2.933 0.392  0.050
H16 2.674 -1.365 -0.393  0.053
H17 2.660 -0.210 3.011  -0.039

Output
Strongest force on any atom, eV/A: 2.5
Spin multiplicity: 1
Calculated total energy, Ha: -1776.3358
Net charge: -2
Highest occupied orbital energy, Eh: 0.031
Kohn-Sham gap, eV: 4.64
ΔE to the lowest compared entry with this formula, charge and spin, eV: 0.000



Record 5
C10H17ClN3 | wB97M-V/def2-TZVPD

Last column: Löwdin charge in e.
Cartesian coordinates (Å):
Cl1 0.513 -5.315 -0.737  0.737
N1 -0.427 -2.679 -0.290  0.008
N2 -0.765 -0.968 0.945  0.199
N3 0.426 -1.636 -0.653  0.152
C1 -0.748 -4.328 -1.243  -0.364
C2 -2.187 -3.095 1.445  0.023
C3 0.869 0.721 -0.017  -0.264
C4 0.717 1.640 1.200  -0.178
C5 1.427 2.941 0.894  -0.225
C6 0.709 3.626 -0.309  -0.193
C7 -1.160 -2.283 0.704  -0.285
C8 0.845 2.799 -1.646  -0.147
C9 0.379 1.381 -1.325  -0.152
C10 0.194 -0.541 0.128  -0.251
H1 -2.231 -2.767 2.484  0.092
H2 0.349 3.303 -2.460  0.105
H3 1.095 4.710 -0.468  0.144
H4 -0.665 -4.212 -2.265  0.038
H5 -0.425 2.014 1.256  0.164
H6 1.948 2.734 -1.923  0.135
H7 -0.662 1.156 -1.453  0.118
H8 0.837 0.753 -2.050  0.100
H9 -1.065 -0.535 1.806  0.174
H10 -0.233 3.619 0.077  0.054
H11 1.100 1.241 2.141  0.118
H12 1.929 0.561 -0.040  0.155
H13 -3.175 -2.807 0.892  0.145
H14 -1.742 -4.366 -0.851  0.057
H15 -1.958 -4.122 1.485  0.067
H16 1.601 3.680 1.763  0.140
H17 2.506 2.776 0.513  0.135

Output
Strongest force on any atom, eV/A: 6.2
Spin multiplicity: 1
Calculated total energy, Ha: -1015.3676
Net charge: +1
Highest occupied orbital energy, Eh: -0.494
Kohn-Sham gap, eV: 9.56
ΔE to the lowest compared entry with this formula, charge and spin, eV: 2.759



Record 6
C10H17N2 | wB97M-V/def2-TZVPD

Last column: Löwdin charge in e.
Cartesian coordinates (Å):
N1 0.574 0.486 -0.683  -0.002
N2 -0.661 0.471 -1.187  0.159
C1 1.757 1.000 -1.142  -0.097
C2 -3.010 -0.385 -0.848  0.037
C3 -0.954 -0.697 0.756  -0.432
C4 -1.297 -2.242 0.754  0.007
C5 3.138 2.672 -2.367  -0.074
C6 1.464 -0.742 1.676  0.031
C7 -1.467 -0.051 2.105  0.035
C8 0.454 -0.327 0.645  0.011
C9 -1.550 -0.154 -0.478  -0.233
C10 1.876 1.901 -2.099  -0.080
H1 -2.511 0.223 2.118  0.099
H2 1.688 -1.735 1.398  0.093
H3 1.052 2.449 -2.666  0.149
H4 3.528 2.670 -3.367  0.081
H5 3.977 2.302 -1.831  0.069
H6 -1.173 -0.644 2.914  0.074
H7 2.533 0.746 -0.474  0.114
H8 -1.016 0.909 2.245  0.093
H9 -3.219 -0.048 -1.813  0.076
H10 -2.957 -1.457 -0.899  0.071
H11 -0.690 -3.011 1.411  0.137
H12 -2.364 -2.384 0.910  0.084
H13 2.448 -0.148 1.691  0.133
H14 -3.826 -0.209 -0.203  0.087
H15 2.807 3.674 -2.133  0.090
H16 1.033 -0.699 2.613  0.063
H17 -1.098 -2.537 -0.346  0.124

Output
SMILES string: C/C=C/[N+]1=C(C)C(C)(C)C(C)=N1
Strongest force on any atom, eV/A: 10.2
Spin multiplicity: 1
Calculated total energy, Ha: -500.3687
Net charge: +1
Highest occupied orbital energy (alpha / beta), Eh: -0.460 / -0.460
Kohn-Sham gap (alpha / beta), eV: 7.53 / 7.53
ΔE to the lowest compared entry with this formula, charge and spin, eV: 2.715